No. 1
Computed, not measured: a molecular structure, C4H4FeO6 in a non-equilibrium geometry, with ωB97M-V/def2-TZVPD.

Geometry (Å):
O1 2.028155 -1.468224 -0.146449
C1 0.729743 -1.668687 0.140252
C2 -0.137866 -0.430785 0.047912
O2 -1.471677 -0.736707 0.232493
H1 0.421007 -1.720719 1.277589
H2 0.239873 -2.448543 -0.471571
H3 0.003214 0.064559 -0.923721
C3 -2.413392 0.072136 -0.302868
O3 -2.204091 1.001582 -1.028091
O4 -3.612075 -0.286314 0.104620
H4 -3.591269 -1.120079 0.596045
O5 2.135566 1.510643 -0.001351
C4 1.238808 1.530534 0.821689
O6 0.263099 0.763488 1.037951
Fe1 3.067202 -0.105357 -0.612452

Cartesian forces, eV/Å:
-1.066 -0.831 0.469
-1.664 0.170 1.741
-1.918 2.384 -2.398
3.853 -1.370 1.562
1.356 -1.299 -0.849
0.465 -0.220 0.602
-0.186 0.185 0.045
-2.635 2.530 -1.519
0.811 -0.987 0.716
0.593 -0.228 -0.145
-0.227 -0.020 0.160
1.398 -0.679 -1.051
-1.776 -0.361 0.838
0.173 -0.773 -0.060
0.823 1.499 -0.111

Output
relative energy (zero: lowest compared OMol25 entry of this formula, charge and spin) = 27.73 kcal/mol
molecular weight = 203.9 g/mol
expectation value of S² = 12.02
charge = +2
multiplicity = 7
HOMO-LUMO gap (spin up / spin down) = 7.59 / 4.70 eV

=====

No. 2
Computed, not measured: a molecular structure, C4H4HgLiO2 in a non-equilibrium geometry, with ωB97M-V/def2-TZVPD.

Geometry (Å):
O1 2.041813 -1.193556 -1.558181
C1 1.226212 -0.206719 -1.284177
C2 0.720738 0.019319 -0.019388
C3 -0.249707 0.626359 0.683894
C4 -1.446727 -0.108554 0.998766
O2 -2.296304 0.241828 1.827224
Li1 -2.787049 1.630811 2.887569
H1 2.097911 1.521491 -1.889043
H2 0.526262 0.085313 -2.097617
H3 -0.246513 1.697479 0.930695
H4 -1.632364 -1.016679 0.392776
Hg1 2.045729 -3.297097 -0.872515

Cartesian forces, eV/Å:
-0.248 3.807 -0.903
0.945 -4.110 1.209
-2.005 1.607 -2.420
0.525 -0.142 0.221
0.780 -0.227 -0.577
-0.804 0.810 0.632
0.237 -0.557 -0.380
0.038 0.094 0.097
0.264 0.517 0.534
0.129 -0.158 0.494
0.225 0.069 0.451
-0.084 -1.710 0.641

Output
relative energy (zero: lowest compared OMol25 entry of this formula, charge and spin) = 42.97 kcal/mol
molecular weight = 291.6 g/mol
expectation value of S² = 0.78
multiplicity = 2
HOMO-LUMO gap (spin up / spin down) = 4.05 / 3.95 eV

=====

No. 3
Computed, not measured: a molecular structure, C4H4HgO5 in a non-equilibrium geometry, with ωB97M-V/def2-TZVPD.

Geometry (Å):
O1 -0.878641 -0.581534 -0.606126
H1 1.069051 1.635918 2.025864
O2 1.117133 -0.404234 -1.598913
O3 0.628469 1.011300 0.127464
C1 0.426817 0.906254 1.516143
C2 0.803373 -0.556880 1.833345
O4 1.033557 -1.137951 0.570782
C3 0.454136 -0.296310 -0.435033
H2 -0.621558 1.117096 1.783290
H3 -0.008009 -1.077709 2.365995
H4 1.722249 -0.635009 2.431546
Hg1 -0.492060 -0.867159 -2.432005
C4 -2.154966 0.246633 -3.557848
O5 -3.099551 0.639586 -4.024504

Cartesian forces, eV/Å:
-1.038 0.598 5.274
-0.115 -0.176 -0.191
4.743 0.891 1.756
-0.106 -0.064 -0.634
-0.161 0.042 0.271
-0.036 -0.023 0.295
-0.047 -0.128 -0.565
1.102 0.829 3.973
0.233 -0.073 -0.118
0.183 0.131 -0.154
-0.210 -0.004 -0.193
-4.592 -1.506 -9.306
-0.676 -0.424 -0.940
0.720 -0.092 0.530

Output
relative energy (zero: lowest compared OMol25 entry of this formula, charge and spin) = 64.92 kcal/mol
molecular weight = 332.7 g/mol
HOMO-LUMO gap = 7.24 eV

=====

No. 4
Computed, not measured: a molecular structure, C4H4HoLiO2 in a non-equilibrium geometry, with ωB97M-V/def2-TZVPD.

Geometry (Å):
H1 -5.807134 1.544715 1.521332
C1 0.396372 -1.120153 0.676276
C2 -0.212356 -2.323205 0.050464
C3 -1.054725 -1.099043 0.092978
C4 -2.027023 -0.311855 -0.097273
O1 -2.892617 0.490814 -0.269709
O2 1.355296 -0.439485 0.057293
H2 0.379409 -1.078298 1.772855
H3 -0.530031 -3.146082 0.695697
H4 0.166274 -2.608747 -0.934385
Ho1 2.083168 1.333572 -0.978536
Li1 -4.408298 1.348563 0.519147

Cartesian forces, eV/Å:
-0.776 0.113 0.551
-0.378 -0.761 0.598
0.226 -0.266 0.045
-0.921 0.776 -0.313
1.151 -1.023 0.194
-0.726 0.604 0.256
0.755 1.998 -1.041
0.089 0.011 -0.356
0.047 0.277 -0.200
-0.151 0.097 0.297
-0.258 -1.464 0.727
0.942 -0.361 -0.758

Output
relative energy (zero: lowest compared OMol25 entry of this formula, charge and spin) = 0.00 kcal/mol
molecular weight = 255.9 g/mol
expectation value of S² = 6.00
charge = +2
multiplicity = 5
HOMO-LUMO gap (spin up / spin down) = 6.89 / 6.98 eV

=====

- Among the records above, which one has the highest relative energy (zero: lowest compared OMol25 entry of this formula, charge and spin)?
  C4H4HgO5

=====

- Which of these has the lowest molecular weight?
  C4H4FeO6

=====

What did the fourth record say?
Computed, not measured: a molecular structure, C4H4HoLiO2 in a non-equilibrium geometry, with ωB97M-V/def2-TZVPD.

Geometry (Å):
H1 -5.807134 1.544715 1.521332
C1 0.396372 -1.120153 0.676276
C2 -0.212356 -2.323205 0.050464
C3 -1.054725 -1.099043 0.092978
C4 -2.027023 -0.311855 -0.097273
O1 -2.892617 0.490814 -0.269709
O2 1.355296 -0.439485 0.057293
H2 0.379409 -1.078298 1.772855
H3 -0.530031 -3.146082 0.695697
H4 0.166274 -2.608747 -0.934385
Ho1 2.083168 1.333572 -0.978536
Li1 -4.408298 1.348563 0.519147

Cartesian forces, eV/Å:
-0.776 0.113 0.551
-0.378 -0.761 0.598
0.226 -0.266 0.045
-0.921 0.776 -0.313
1.151 -1.023 0.194
-0.726 0.604 0.256
0.755 1.998 -1.041
0.089 0.011 -0.356
0.047 0.277 -0.200
-0.151 0.097 0.297
-0.258 -1.464 0.727
0.942 -0.361 -0.758

Output
relative energy (zero: lowest compared OMol25 entry of this formula, charge and spin) = 0.00 kcal/mol
molecular weight = 255.9 g/mol
expectation value of S² = 6.00
charge = +2
multiplicity = 5
HOMO-LUMO gap (spin up / spin down) = 6.89 / 6.98 eV

=====

- Which of these has the highest relative energy (zero: lowest compared OMol25 entry of this formula, charge and spin)?
  C4H4HgO5